Entry 1:
{"formula": "C47H35ClNO11S2", "method": "ωB97M-V/def2-TZVPD", "elements": ["C", "C", "O", "S", "O", "O", "N", "S", "O", "O", "C", "C", "C", "Cl", "H", "H", "H", "H", "H", "H", "H", "H", "H", "H", "H", "C", "C", "C", "C", "C", "C", "C", "O", "C", "C", "C", "C", "C", "C", "C", "O", "H", "H", "H", "H", "H", "H", "H", "H", "C", "C", "C", "C", "C", "C", "C", "O", "C", "C", "C", "C", "C", "C", "C", "O", "H", "H", "H", "H", "H", "H", "H", "H", "C", "C", "C", "C", "C", "C", "C", "O", "C", "C", "C", "C", "C", "C", "C", "O", "H", "H", "H", "H", "H", "H", "H", "H"], "xyz": [[1.781, 5.555, 4.235], [2.381, 4.160, 4.121], [2.133, 3.699, 2.788], [2.749, 2.255, 2.347], [3.263, 2.478, 1.022], [3.653, 1.888, 3.405], [1.477, 1.318, 2.196], [0.529, 0.924, 3.404], [1.168, 0.946, 4.706], [-0.171, -0.292, 3.025], [-0.749, 2.194, 3.530], [-1.159, 2.924, 2.262], [-2.029, 4.156, 2.574], [-2.089, 1.793, 1.216], [1.497, 5.773, 5.265], [2.481, 6.312, 3.879], [0.895, 5.625, 3.598], [3.457, 4.166, 4.299], [1.943, 3.467, 4.846], [-1.613, 1.647, 3.919], [-0.429, 2.898, 4.301], [-0.291, 3.221, 1.681], [-1.756, 4.995, 1.932], [-1.899, 4.473, 3.611], [-3.085, 3.940, 2.418], [3.383, -8.460, 0.837], [2.035, -8.187, 0.629], [1.467, -7.045, 1.167], [2.244, -6.170, 1.918], [3.592, -6.449, 2.134], [4.159, -7.595, 1.588], [4.442, -5.540, 2.961], [5.616, -5.792, 3.143], [3.795, -4.339, 3.549], [4.554, -3.500, 4.355], [3.974, -2.375, 4.917], [2.643, -2.062, 4.667], [1.882, -2.888, 3.852], [2.449, -4.036, 3.306], [1.608, -4.936, 2.476], [0.437, -4.705, 2.257], [3.827, -9.351, 0.411], [1.428, -8.867, 0.045], [0.422, -6.813, 1.013], [5.209, -7.790, 1.763], [5.592, -3.745, 4.535], [4.565, -1.727, 5.552], [2.204, -1.166, 5.087], [0.852, -2.639, 3.634], [0.841, 7.409, -6.215], [0.809, 8.148, -5.037], [0.808, 7.503, -3.812], [0.833, 6.114, -3.757], [0.855, 5.373, -4.937], [0.863, 6.026, -6.165], [0.857, 3.878, -4.912], [0.885, 3.246, -5.949], [0.819, 3.213, -3.585], [0.779, 1.826, -3.528], [0.750, 1.184, -2.299], [0.777, 1.919, -1.121], [0.819, 3.304, -1.173], [0.829, 3.956, -2.397], [0.842, 5.442, -2.420], [0.849, 6.103, -1.403], [0.846, 7.915, -7.172], [0.787, 9.230, -5.076], [0.789, 8.059, -2.884], [0.884, 5.432, -7.069], [0.767, 1.265, -4.452], [0.709, 0.103, -2.257], [0.772, 1.418, -0.159], [0.856, 3.891, -0.264], [-1.512, -2.646, -0.077], [-1.777, -1.291, -0.228], [-2.828, -0.871, -1.027], [-3.614, -1.804, -1.693], [-3.338, -3.169, -1.554], [-2.290, -3.582, -0.739], [-4.140, -4.195, -2.268], [-3.918, -5.383, -2.149], [-5.244, -3.717, -3.157], [-5.988, -4.651, -3.869], [-7.020, -4.233, -4.691], [-7.317, -2.878, -4.803], [-6.578, -1.945, -4.096], [-5.537, -2.360, -3.274], [-4.744, -1.329, -2.534], [-5.025, -0.153, -2.629], [-0.706, -2.968, 0.566], [-1.166, -0.563, 0.291], [-3.046, 0.183, -1.143], [-2.096, -4.641, -0.631], [-5.743, -5.700, -3.766], [-7.596, -4.961, -5.247], [-8.126, -2.552, -5.443], [-6.792, -0.887, -4.171]], "forces_ev_per_angstrom": [[0.047, -0.114, -0.283], [0.046, 0.052, 0.320], [-0.057, -0.097, -0.190], [0.046, 0.156, -0.065], [-0.151, -0.098, 0.511], [-0.063, -0.040, -0.370], [0.004, 0.097, 0.020], [-0.146, -0.390, -0.112], [-0.132, -0.056, -0.081], [0.285, 0.354, 0.141], [-0.215, -0.053, 0.030], [-0.110, 0.242, 0.288], [0.062, -0.010, -0.043], [-0.007, 0.082, -0.200], [0.067, 0.043, -0.018], [-0.031, 0.002, 0.061], [-0.050, -0.049, 0.161], [-0.056, 0.032, 0.024], [-0.041, 0.017, -0.140], [0.079, 0.067, 0.074], [0.168, 0.013, -0.204], [0.086, -0.148, 0.070], [-0.044, -0.080, -0.029], [0.056, -0.015, -0.060], [0.049, -0.025, 0.056], [0.005, 0.016, 0.010], [0.003, 0.014, 0.015], [-0.003, -0.048, -0.051], [0.026, 0.028, -0.001], [-0.007, 0.009, 0.020], [-0.010, -0.053, -0.037], [0.011, -0.019, -0.007], [-0.007, 0.004, 0.009], [-0.021, 0.004, -0.007], [-0.020, 0.031, 0.050], [0.026, 0.047, 0.056], [-0.005, -0.042, -0.076], [0.031, -0.006, 0.064], [0.014, -0.013, -0.020], [-0.037, -0.019, 0.006], [-0.049, 0.061, -0.035], [-0.003, -0.002, 0.001], [0.004, 0.002, -0.006], [0.004, 0.031, 0.017], [0.002, 0.026, 0.023], [-0.001, -0.020, -0.027], [0.001, 0.023, -0.032], [-0.011, 0.036, -0.062], [0.003, -0.005, -0.027], [0.002, -0.020, 0.006], [-0.001, -0.017, 0.016], [0.012, 0.059, -0.040], [0.022, -0.028, -0.005], [-0.025, -0.013, 0.017], [0.000, 0.064, -0.031], [0.013, -0.001, -0.018], [-0.005, -0.005, 0.004], [-0.007, 0.019, 0.006], [-0.014, -0.047, 0.041], [-0.021, 0.021, -0.025], [-0.022, -0.048, 0.068], [-0.004, -0.064, 0.030], [-0.009, 0.024, -0.006], [-0.007, 0.021, 0.011], [-0.027, -0.010, -0.007], [-0.003, 0.003, 0.001], [0.006, 0.000, -0.003], [0.003, -0.031, 0.019], [-0.005, -0.030, 0.019], [0.006, 0.025, -0.017], [0.010, -0.002, 0.003], [0.073, 0.043, -0.009], [0.039, 0.013, -0.012], [-0.026, -0.046, -0.012], [0.078, 0.050, -0.001], [0.052, 0.032, 0.011], [-0.007, -0.026, 0.007], [-0.008, 0.007, -0.018], [0.041, 0.002, 0.036], [0.002, -0.014, 0.007], [0.005, 0.004, -0.006], [0.004, 0.012, 0.016], [-0.057, -0.011, -0.039], [0.017, 0.002, 0.012], [0.012, 0.008, 0.014], [-0.048, -0.019, -0.043], [0.024, -0.005, 0.002], [-0.002, 0.011, 0.001], [0.006, 0.000, -0.003], [0.037, -0.031, 0.052], [-0.013, -0.042, 0.056], [-0.032, -0.008, -0.029], [-0.018, -0.006, -0.021], [0.025, 0.008, 0.026], [-0.004, 0.002, 0.002], [0.001, -0.003, -0.003], [0.029, 0.008, 0.020]], "lowdin_charge": [-0.07, -0.28, -0.28, 0.49, -0.29, -0.30, -0.31, 0.50, -0.34, -0.35, -0.28, -0.72, -0.11, 0.68, 0.07, 0.07, 0.07, 0.11, 0.10, 0.10, 0.09, 0.06, 0.08, 0.07, 0.06, -0.07, -0.07, -0.01, -0.08, -0.08, -0.01, -0.28, 0.09, -0.09, -0.01, -0.04, -0.03, 0.02, -0.08, -0.27, 0.10, 0.10, 0.10, 0.12, 0.12, 0.12, 0.11, 0.09, 0.11, -0.07, -0.07, -0.01, -0.08, -0.08, -0.01, -0.28, 0.09, -0.09, 0.00, -0.04, -0.05, 0.01, -0.08, -0.28, 0.11, 0.10, 0.10, 0.12, 0.12, 0.12, 0.11, 0.08, 0.11, -0.03, -0.06, -0.01, -0.09, -0.09, 0.00, -0.28, 0.10, -0.08, -0.01, -0.07, -0.07, -0.01, -0.08, -0.28, 0.10, 0.10, 0.06, 0.10, 0.12, 0.12, 0.10, 0.10, 0.12], "charge": -1, "multiplicity": 1, "mol_weight_g_mol": 889.4}



Entry 2:
{"formula": "C47H36BF4N4O3PTa", "method": "ωB97M-V/def2-TZVPD", "elements": ["Ta", "O", "C", "C", "C", "C", "C", "C", "C", "O", "N", "N", "C", "C", "C", "C", "C", "C", "C", "O", "H", "H", "H", "H", "H", "H", "H", "H", "H", "H", "C", "C", "C", "C", "C", "C", "C", "C", "C", "C", "C", "C", "C", "C", "C", "N", "H", "H", "H", "H", "H", "H", "H", "H", "H", "H", "N", "C", "C", "C", "C", "C", "C", "P", "C", "C", "C", "C", "C", "C", "C", "C", "C", "C", "C", "C", "H", "H", "H", "H", "H", "H", "H", "H", "H", "H", "H", "H", "H", "H", "H", "H", "F", "B", "F", "F", "F"], "xyz": [[-1.082, -0.400, -0.812], [-1.316, 3.963, -1.907], [-1.674, 4.403, -0.704], [-1.729, 5.786, -0.495], [-2.101, 6.298, 0.725], [-2.445, 5.449, 1.781], [-2.425, 4.094, 1.592], [-2.045, 3.543, 0.355], [-2.067, 2.111, 0.209], [-1.592, 1.498, -0.850], [-2.612, 1.394, 1.166], [-2.563, 0.088, 0.933], [-3.263, -0.724, 1.664], [-3.416, -2.109, 1.356], [-4.377, -2.863, 2.047], [-4.666, -4.156, 1.674], [-4.010, -4.722, 0.584], [-3.032, -4.020, -0.096], [-2.697, -2.715, 0.286], [-1.746, -2.025, -0.322], [-1.160, 3.005, -1.886], [-1.457, 6.425, -1.319], [-2.128, 7.366, 0.874], [-2.730, 5.859, 2.737], [-2.707, 3.407, 2.373], [-3.830, -0.313, 2.495], [-4.909, -2.397, 2.862], [-5.406, -4.720, 2.217], [-4.267, -5.720, 0.267], [-2.513, -4.456, -0.937], [-4.133, -1.952, -3.751], [-3.410, -2.077, -4.926], [-2.124, -1.583, -4.997], [-1.527, -0.992, -3.880], [-2.236, -0.917, -2.676], [-3.541, -1.376, -2.635], [-0.215, -0.354, -3.956], [0.442, -0.152, -5.163], [1.537, 0.679, -5.208], [2.011, 1.315, -4.055], [2.979, 2.372, -4.282], [3.756, 3.108, -3.479], [3.951, 2.938, -2.017], [1.898, 1.378, -1.528], [1.390, 0.933, -2.840], [0.311, 0.136, -2.810], [-5.150, -2.307, -3.699], [-3.847, -2.555, -5.788], [-1.586, -1.670, -5.926], [-4.114, -1.288, -1.719], [0.074, -0.603, -6.066], [2.004, 0.878, -6.161], [3.040, 2.609, -5.338], [4.304, 3.919, -3.941], [4.646, 3.680, -1.620], [2.717, 0.723, -1.212], [-0.242, -3.789, 1.342], [1.006, -3.784, 1.954], [1.613, -4.964, 2.375], [2.835, -4.937, 3.014], [3.449, -3.722, 3.276], [2.881, -2.549, 2.816], [1.680, -2.567, 2.111], [1.082, -1.070, 1.213], [2.739, -0.291, 1.078], [3.182, 0.756, 1.875], [4.527, 1.084, 1.890], [5.431, 0.381, 1.112], [4.981, -0.615, 0.259], [3.641, -0.950, 0.237], [0.244, -0.105, 2.531], [0.136, 1.286, 2.453], [-0.481, 1.991, 3.472], [-1.049, 1.321, 4.542], [-0.967, -0.062, 4.611], [-0.318, -0.772, 3.618], [-0.872, -3.095, 1.714], [-0.676, -4.699, 1.308], [1.108, -5.901, 2.192], [3.298, -5.860, 3.324], [4.381, -3.685, 3.816], [3.390, -1.613, 2.990], [2.507, 1.306, 2.510], [4.868, 1.885, 2.527], [6.484, 0.611, 1.162], [5.677, -1.130, -0.384], [3.287, -1.748, -0.407], [0.564, 1.836, 1.627], [-0.510, 3.069, 3.422], [-1.552, 1.875, 5.321], [-1.391, -0.586, 5.455], [-0.228, -1.849, 3.699], [2.536, 3.094, 0.125], [2.476, 2.944, -1.256], [0.865, 1.118, -0.552], [4.588, 1.701, -1.799], [1.618, 3.895, -1.768]], "forces_ev_per_angstrom": [[0.868, 2.425, -1.506], [0.110, -0.117, -0.452], [-0.263, -0.115, 0.691], [0.091, -0.118, -0.161], [0.022, -0.198, -0.072], [-0.038, 0.000, 0.116], [-0.005, 0.005, -0.155], [0.311, 0.371, -0.482], [-1.383, -0.212, 1.997], [0.317, -0.903, -0.775], [-0.305, 1.622, 0.278], [1.261, -1.335, -1.763], [0.166, 0.565, -0.150], [0.402, -0.660, -0.604], [0.206, 0.110, -0.166], [0.031, -0.008, -0.011], [0.033, 0.165, 0.119], [0.465, 0.495, -0.210], [-1.801, -0.799, 1.219], [-0.073, -1.036, 0.040], [-0.013, 0.320, -0.062], [0.049, 0.101, -0.094], [0.019, 0.121, -0.039], [-0.044, 0.051, 0.088], [-0.053, 0.023, 0.135], [0.056, 0.160, -0.064], [-0.068, 0.059, 0.130], [-0.093, -0.053, 0.017], [0.029, -0.100, -0.055], [0.063, -0.045, -0.054], [-0.001, 0.127, 0.168], [0.019, 0.000, 0.048], [0.116, 0.022, 0.200], [-0.325, -0.085, -0.020], [1.272, 0.414, 0.777], [-0.270, -0.135, 0.254], [0.583, 0.108, -0.655], [-0.264, -0.207, 0.467], [0.033, 0.056, 0.562], [-0.609, -0.620, -0.016], [0.732, 0.632, 0.017], [-0.058, -0.173, -0.193], [-0.821, 0.482, 0.468], [0.797, 0.410, 0.051], [0.255, 0.270, 0.150], [-1.096, -0.662, 0.683], [-0.139, -0.027, 0.025], [-0.080, -0.018, -0.089], [0.063, -0.010, -0.102], [-0.076, -0.095, 0.029], [-0.094, 0.016, -0.128], [0.090, 0.107, -0.041], [0.015, 0.116, -0.037], [0.053, -0.002, -0.205], [-0.115, 0.142, -0.062], [-0.103, 0.059, -0.207], [-0.013, -0.234, -0.187], [0.337, 0.182, 0.133], [-0.060, -0.044, -0.042], [-0.129, 0.037, -0.040], [0.058, 0.126, 0.071], [0.028, -0.008, 0.080], [-0.604, -0.300, -0.552], [0.679, 0.460, 0.554], [-0.184, 0.031, -0.340], [-0.147, -0.168, -0.014], [0.199, -0.054, -0.036], [-0.086, 0.071, 0.044], [-0.010, -0.073, -0.068], [-0.147, 0.053, 0.149], [-0.075, -0.015, -0.327], [0.058, -0.125, 0.015], [-0.010, 0.017, 0.140], [0.028, 0.109, -0.090], [-0.097, -0.090, 0.045], [0.012, -0.068, -0.064], [-0.073, -0.100, 0.092], [-0.095, 0.040, 0.072], [-0.062, -0.159, 0.031], [0.041, -0.094, 0.049], [0.109, 0.001, 0.046], [0.085, 0.038, -0.001], [0.014, -0.030, 0.030], [0.032, 0.082, 0.048], [0.095, 0.088, -0.054], [0.057, -0.074, -0.067], [0.063, -0.067, -0.010], [0.085, 0.037, -0.134], [-0.041, 0.088, -0.013], [0.004, 0.038, 0.098], [-0.038, -0.058, 0.071], [0.040, -0.020, 0.054], [0.217, -0.115, 0.664], [0.422, -0.719, -0.450], [-0.998, -0.539, 0.280], [0.319, -0.655, 0.090], [-0.457, 0.490, -0.470]], "lowdin_charge": [1.95, 0.11, -0.24, 0.02, -0.05, -0.07, -0.04, -0.08, -0.37, -0.20, 0.08, -0.07, -0.01, -0.14, -0.01, -0.05, -0.04, 0.00, -0.34, -0.30, 0.09, 0.13, 0.11, 0.11, 0.10, 0.15, 0.12, 0.12, 0.12, 0.13, -0.06, -0.05, -0.01, -0.19, -0.17, -0.11, -0.22, 0.02, 0.02, -0.10, -0.03, 0.01, -0.18, -0.07, -0.11, 0.07, 0.11, 0.11, 0.11, 0.10, 0.11, 0.13, 0.11, 0.12, 0.14, 0.12, 0.10, -0.33, -0.03, -0.06, -0.07, -0.07, -0.30, 1.11, -0.40, -0.08, -0.05, -0.06, -0.07, -0.12, -0.37, -0.12, -0.07, -0.06, -0.07, -0.09, 0.06, 0.10, 0.11, 0.11, 0.11, 0.11, 0.10, 0.12, 0.11, 0.11, 0.12, 0.10, 0.11, 0.11, 0.11, 0.10, 0.12, -0.86, -0.18, -0.04, 0.14], "charge": 1, "multiplicity": 1, "mol_weight_g_mol": 1003.6}



For the records above, the corresponding orbital gap values read 7.86 5.37 eV.